# 1
Below is C4H2I6O2 as an isolated structure in a non-equilibrium geometry, with properties calculated with ωB97M-V/def2-TZVPD.

LUMO (spin up / spin down) = -0.77 / -1.32 eV
HOMO level (spin up / spin down) = -8.39 / -7.70 eV
Energy above the lowest of the compared OMol25 structures with the same formula, charge and spin = 4.20 kcal/mol

Element x y z (Å)
C -0.01211 -0.16129 0.25892
H 0.46257 0.71760 0.70140
I -2.35774 1.69873 -0.12664
I -1.62473 -0.27578 2.82880
C -1.49905 -0.19815 0.63062
O -2.05895 -1.32245 0.07248
I -4.90069 -0.92685 0.98816
I 0.71623 -2.72458 -1.83605
I 1.11120 -4.00814 1.50641
H 0.07628 -0.12811 -0.83597
C 0.48070 -2.47059 0.25322
C -3.33412 -1.53651 -0.28016
I -3.65876 -1.30664 -2.38357
O 0.67051 -1.26724 0.79136

=====

# 2
Below is C4H2InO2 as an isolated structure in a non-equilibrium geometry, with properties calculated with ωB97M-V/def2-TZVPD.

Charge = +1
LUMO = -7.38 eV
HOMO level = -13.73 eV
Energy above the lowest of the compared OMol25 structures with the same formula, charge and spin = 58.16 kcal/mol

Element x y z (Å)
C 0.69385 0.83359 -0.85355
C -0.14415 0.29639 -1.73053
O -1.19427 -0.51283 -1.43942
H 2.79656 0.42966 1.70378
C 1.23161 0.94569 0.32704
O -1.38143 -0.84843 -0.08595
C 1.75790 0.36071 1.37884
In -0.13248 -0.55031 1.30334
H -0.12237 0.44614 -2.81338

=====

# 3
Below is the molecule C4H2N2 in a non-equilibrium geometry, with properties calculated with ωB97M-V/def2-TZVPD.

Structure (SMILES) = C=C(C#N)C#N
LUMO = -0.98 eV
HOMO level = -11.07 eV
Energy above the lowest of the compared OMol25 structures with the same formula, charge and spin = 27.92 kcal/mol

Element x y z (Å)
C 0.23684 1.74390 -0.07526
C -1.22032 -0.14440 0.11934
N -2.11078 -0.91107 -0.09375
C 1.01936 -0.50612 0.10562
N 2.00393 -1.09238 -0.03974
H 1.32234 2.07555 -0.24339
H -0.49062 2.39128 0.35700
C -0.04984 0.49952 -0.01289

=====

# 4
Below is C4H2N2 as an isolated structure in a non-equilibrium geometry, with properties calculated with ωB97M-V/def2-TZVPD.

LUMO = -0.74 eV
HOMO level = -9.85 eV
Energy above the lowest of the compared OMol25 structures with the same formula, charge and spin = 107.33 kcal/mol

Element x y z (Å)
H -0.17570 1.40647 0.54566
H -2.60309 -0.62885 -0.04046
C 1.85976 0.22458 -0.16459
N 2.84318 0.75532 0.11154
N 0.61120 -0.24217 -0.35831
C -0.44158 0.45377 0.05314
C -0.59354 -1.46202 -0.00612
C -1.50023 -0.50710 -0.14086

=====

# 5
Below is C4H2N2 as an isolated structure in a non-equilibrium geometry, with properties calculated with ωB97M-V/def2-TZVPD.

LUMO (spin up / spin down) = -0.21 / 0.09 eV
HOMO level (spin up / spin down) = -8.88 / -9.00 eV
Energy above the lowest of the compared OMol25 structures with the same formula, charge and spin = 81.08 kcal/mol

Element x y z (Å)
C 0.53063 0.70806 0.48929
C 0.87165 -1.23612 -0.59212
C -0.80926 0.44668 0.14040
H 0.87038 1.57591 1.04378
C -0.98189 -0.70871 -0.55584
N -0.26330 -1.69849 -1.02729
H -1.62487 1.09690 0.40156
N 1.40666 -0.18422 0.10021

=====

# 6
Below is a 2-piece molecular cluster, C4H2N2O overall in a non-equilibrium geometry, with properties calculated with ωB97M-V/def2-TZVPD.

Structure (SMILES) = N#CC#CC#N.O
LUMO = -1.30 eV
HOMO level = -11.59 eV
Energy above the lowest of the compared OMol25 structures with the same formula, charge and spin = 51.63 kcal/mol

Element x y z (Å)
H -1.76271 -1.11763 -0.41520
C 0.47536 0.84366 -0.26457
N 1.10554 0.98308 3.45666
O -1.27100 -1.95263 -0.44667
N 0.25603 0.58043 -2.77155
C 0.62455 0.72499 0.92305
H -0.57064 -1.78898 -1.13637
C 0.73612 0.93908 2.31778
C 0.40676 0.78800 -1.66314

=====

# 7
Below is the molecule C4H2N2S in a non-equilibrium geometry, with properties calculated with ωB97M-V/def2-TZVPD.

LUMO = -2.05 eV
HOMO level = -9.84 eV
Energy above the lowest of the compared OMol25 structures with the same formula, charge and spin = 65.55 kcal/mol

Element x y z (Å)
C -1.41188 1.08807 0.00597
N -1.55694 -0.17854 0.07403
H -0.85562 -1.91361 -0.21432
S 0.15800 1.86793 -0.09618
C -0.44935 -0.96297 -0.04161
C 2.14996 -0.59086 0.11599
N 3.28971 -0.66538 -0.04957
H -2.12291 1.88386 0.06764
C 0.79902 -0.52850 0.13805

=====

# 8
Below is the molecule C4H2N3P in a non-equilibrium geometry, with properties calculated with ωB97M-V/def2-TZVPD.

Structure (SMILES) = N#CC(P)(C#N)C#N
LUMO = -0.02 eV
HOMO level = -11.66 eV
Energy above the lowest of the compared OMol25 structures with the same formula, charge and spin = 5.91 kcal/mol

Element x y z (Å)
H -1.37572 0.83114 1.05838
C 0.26538 -0.91294 -1.45172
N 0.59713 -1.63031 -2.24440
N 0.05345 2.50813 -0.75074
C 0.00538 -0.05680 -0.31174
C -0.02509 1.39313 -0.65057
H -0.98516 -0.93723 1.68296
C 1.10024 -0.28222 0.71885
N 1.97859 -0.48474 1.40953
P -1.61421 -0.42817 0.53947

=====

# 9
Below is C4H2NO2S as an isolated structure in a non-equilibrium geometry, with properties calculated with ωB97M-V/def2-TZVPD.

Charge = -1
LUMO = 2.93 eV
HOMO level = -4.05 eV
Energy above the lowest of the compared OMol25 structures with the same formula, charge and spin = 90.53 kcal/mol

Element x y z (Å)
S 3.01747 0.13295 2.42607
N -1.33262 -0.22922 -0.48326
C 0.86997 -0.65788 0.47374
O -1.69406 -0.17906 -2.80006
C -2.27936 0.02358 -1.76765
C 1.88199 0.77033 1.53718
O -3.34910 0.25896 -1.31164
H 1.67024 1.79808 1.51159
C -0.24138 -0.37205 -0.08631
H 1.45686 -1.54568 0.50034

=====

# 10
Below is C4H2NO3 as an isolated structure in a non-equilibrium geometry, with properties calculated with ωB97M-V/def2-TZVPD.

Charge = -1
LUMO = 3.94 eV
HOMO level = -3.84 eV
Energy above the lowest of the compared OMol25 structures with the same formula, charge and spin = 96.85 kcal/mol

Element x y z (Å)
O 2.03934 -1.73781 0.37788
O 0.14625 -0.37795 0.52895
N 1.14812 2.91520 -0.97950
C -1.67722 -0.58643 0.06021
C 1.13641 1.81436 -0.60890
H -1.96390 -0.36634 1.06892
C 1.43851 -0.69946 0.30466
O -2.10177 0.02343 -0.91213
H -1.46697 -1.61692 0.10032
C 1.30124 0.63193 0.05960

=====

# 11
Below is C4H2NdO as an isolated structure in a non-equilibrium geometry, with properties calculated with ωB97M-V/def2-TZVPD.

Multiplicity = 5
Charge = +2
⟨S²⟩ = 6.0656
LUMO (spin up / spin down) = -10.86 / -10.77 eV
HOMO level (spin up / spin down) = -17.05 / -17.05 eV

Element x y z (Å)
H -2.14703 1.31558 -1.41403
O 0.06154 -2.23331 -0.21280
H 0.86009 0.58831 1.27310
C -1.13828 0.56796 0.48788
C 0.27221 0.09837 0.47716
C -1.51651 1.01976 -0.59137
C 0.55282 -1.27096 0.30660
Nd 3.05516 -0.08571 -0.32655

=====

# 12
Below is the molecule C4H2O2 in a non-equilibrium geometry, with properties calculated with ωB97M-V/def2-TZVPD.

Structure (SMILES) = O=c1c2c1C2O
LUMO = -0.24 eV
HOMO level = -10.44 eV
Energy above the lowest of the compared OMol25 structures with the same formula, charge and spin = 57.89 kcal/mol

Element x y z (Å)
O -1.10235 1.53430 -2.13680
H 0.69690 0.35515 1.61001
O 0.39732 -1.53818 0.99501
C -0.64304 0.97435 -1.17461
C 0.30470 -0.21785 0.75020
H 0.78725 -2.08419 0.33542
C -0.90023 0.56576 0.16517
C 0.45945 0.41067 -0.54439

=====

# 13
Below is the molecule C4H2O2, with properties calculated with ωB97M-V/def2-TZVPD.

LUMO = -1.67 eV
HOMO level = -10.68 eV
Energy above the lowest of the compared OMol25 structures with the same formula, charge and spin = 49.83 kcal/mol

Element x y z (Å)
C 0.05451 -0.57968 -0.11760
C 1.27230 0.30242 0.07057
H 0.98347 1.30734 0.42708
C -1.28239 0.10673 -0.01416
C 0.10112 -1.87798 -0.27560
O 2.40641 -0.02708 -0.14432
O -1.37047 1.24571 0.37087
H -2.16495 -0.47746 -0.31685

=====

# 14
Below is the molecule C4H2O2, with properties calculated with ωB97M-V/def2-TZVPD.

Structure (SMILES) = O=CC#CC=O
LUMO = -1.11 eV
HOMO level = -11.02 eV
Energy above the lowest of the compared OMol25 structures with the same formula, charge and spin = 8.08 kcal/mol

Element x y z (Å)
C -0.59966 -0.01215 -0.04574
H -2.06539 -1.51456 0.43628
O -2.91606 0.31080 0.28070
H 2.26878 1.19185 -1.18350
C 2.00131 0.44567 -0.41818
C 0.57358 0.21415 -0.22666
C -1.96758 -0.43326 0.24136
O 2.83840 -0.14334 0.22178

=====

# 15
Below is the molecule C4H2O2 in a non-equilibrium geometry, with properties calculated with ωB97M-V/def2-TZVPD.

LUMO (spin up / spin down) = -1.34 / -2.48 eV
HOMO level (spin up / spin down) = -9.06 / -9.21 eV
Energy above the lowest of the compared OMol25 structures with the same formula, charge and spin = 86.50 kcal/mol

Element x y z (Å)
C 0.39650 -0.63980 0.34144
H 0.63805 -0.57989 -1.45964
C -0.22518 0.59536 0.34940
O 0.61074 -2.42736 3.68718
C 0.85624 -1.47769 1.50295
H -0.82464 1.31351 0.92113
C 0.56152 -1.98137 2.61474
O 0.87516 -1.18743 -0.84571

=====

# 16
Below is the molecule C4H2O2, with properties calculated with ωB97M-V/def2-TZVPD.

LUMO = -1.35 eV
HOMO level = -10.21 eV
Energy above the lowest of the compared OMol25 structures with the same formula, charge and spin = 84.57 kcal/mol

Element x y z (Å)
C -1.24815 0.62217 0.55861
H -2.22038 0.76188 0.04684
O 2.41940 -0.97686 -0.52785
C 0.13690 -0.58669 -1.46355
C 1.27125 -0.61816 -0.52425
C -0.28046 -0.04426 -0.34790
O -1.02047 0.96859 1.68608
H 0.94190 -0.12667 0.57202

=====

# 17
Below is C4H2O2Sr as an isolated structure in a non-equilibrium geometry, with properties calculated with ωB97M-V/def2-TZVPD.

Multiplicity = 2
Charge = +1
⟨S²⟩ = 0.7677
LUMO (spin up / spin down) = -5.41 / -5.43 eV
HOMO level (spin up / spin down) = -12.79 / -12.51 eV
Energy above the lowest of the compared OMol25 structures with the same formula, charge and spin = 103.57 kcal/mol

Element x y z (Å)
C 0.25636 0.98640 -3.28996
C -0.87263 1.93628 -0.02932
O 0.76008 0.04231 0.04019
H -1.13356 2.29479 0.96108
Sr -0.59580 -1.70099 1.19989
C -0.03208 1.17511 -0.67592
H 0.42591 0.87261 -4.34704
O 0.67203 0.09009 1.46686
C 0.12233 1.08005 -2.09131

=====

# 18
Below is C4H2O3 as an isolated structure in a non-equilibrium geometry, with properties calculated with ωB97M-V/def2-TZVPD.

LUMO (spin up / spin down) = -1.23 / -1.23 eV
HOMO level (spin up / spin down) = -9.79 / -9.81 eV
Energy above the lowest of the compared OMol25 structures with the same formula, charge and spin = 252.40 kcal/mol

Element x y z (Å)
H 0.33006 0.02376 -1.13793
H 0.25669 0.30531 0.83855
O -1.05488 -2.78205 -0.07149
O -2.42736 1.38448 -1.13004
C -0.80473 -1.47640 0.23513
O -2.46242 -2.45131 -0.21824
C -0.25188 -0.07974 -0.09803
C -1.67778 0.26675 -0.26825
C -2.12031 -1.06810 0.13015

=====

# 19
Below is a 2-piece molecular cluster, C4H2O3 overall in a non-equilibrium geometry, with properties calculated with ωB97M-V/def2-TZVPD.

Structure (SMILES) = C=C=C=O.O=C=O
LUMO = -0.68 eV
HOMO level = -9.00 eV
Energy above the lowest of the compared OMol25 structures with the same formula, charge and spin = 38.02 kcal/mol

Element x y z (Å)
O 2.00167 -1.54737 -2.91001
C 2.19433 -2.58267 -3.34842
C 1.96224 0.47296 0.70814
O 2.41667 -3.62510 -3.77744
H 1.93851 1.21012 1.57180
H 1.97418 0.78756 -0.40362
O 1.24012 -3.17727 1.11585
C 1.54451 -2.03291 0.96538
C 1.85607 -0.77609 1.09074

=====

# 20
Below is the molecule C4H2O3S in a non-equilibrium geometry, with properties calculated with ωB97M-V/def2-TZVPD.

Structure (SMILES) = Oc1oc(O)c2c1S2
LUMO (spin up / spin down) = -0.16 / -0.16 eV
HOMO level (spin up / spin down) = -8.29 / -8.29 eV
Energy above the lowest of the compared OMol25 structures with the same formula, charge and spin = 96.43 kcal/mol

Element x y z (Å)
O -2.08070 -0.33616 0.83206
C -0.52664 1.48587 2.27294
O -0.16854 0.45672 0.02965
C 0.89612 1.19716 0.45006
S 0.26756 3.13457 2.60532
C 0.72189 1.70994 1.65522
H 2.71348 0.88173 0.12393
O 1.96465 1.04003 -0.39021
C -1.20532 0.69021 0.78936
H -1.62580 -1.15356 0.47121